19
Properties=species:S:1:pos:R:3:lowdin_charge:R:1 method="wB97M-V/def2-TZVPD" de_lowest_kj_mol=276.0 homo_lumo_gap_ev="6.4908 / 5.7574" spin_multiplicity=3 total_energy_ha=-953.66458
C 3.261 0.804 -0.461 -0.09
C -1.053 -1.398 0.191 -0.37
C -3.565 0.092 -0.324 -0.35
C 2.681 -0.579 -0.310 -0.36
N 1.969 -0.974 0.671 0.12
P -1.634 0.235 -0.626 0.53
S -1.296 1.363 1.100 0.38
H 3.652 1.141 0.484 0.06
H 3.983 1.119 -1.134 0.05
H 2.332 1.349 -0.672 0.07
H -0.666 -2.091 -0.545 0.02
H -0.285 -1.309 0.890 -0.05
H -1.967 -1.746 0.658 0.00
H -4.049 -0.146 -1.237 -0.01
H -3.584 -0.798 0.384 0.02
H -4.132 0.971 0.150 0.05
H -0.158 1.753 0.663 -0.28
H 2.821 -1.410 -1.014 0.10
H 2.095 -0.236 1.401 0.11